No. 1
Here is a molecular structure, C7H14O3 at a distorted geometry from the Open Molecules 2025 dataset. Energies are from the ωB97M-V functional and the def2-TZVPD basis.

The geometry in XYZ format:
```
24
C7H14O3 | the Open Molecules 2025 dataset | the ωB97M-V functional and the def2-TZVPD basis
C 0.7974 0.0923 -0.6115
C -1.4303 -0.4382 0.4364
C 0.5079 0.0496 0.7584
C 0.9073 -1.1299 -1.4627
C -2.1729 0.2627 -0.6722
C -1.9833 -0.1423 1.8112
C 2.9592 0.3944 0.1420
O 0.5979 1.2730 -1.2309
O 3.6040 1.4051 0.8339
O 3.6270 -0.2486 -0.6288
H 0.4306 1.1416 -2.1721
H 2.9263 1.8150 1.3908
H -1.3356 -1.5088 0.2586
H 0.4285 0.9953 1.2754
H 0.8142 -0.8259 1.3064
H 1.8623 -1.0591 -1.9919
H 0.1153 -1.1866 -2.2114
H 0.9274 -2.0327 -0.8583
H -1.8650 -0.0710 -1.6643
H -2.0491 1.3465 -0.6107
H -3.2484 0.0573 -0.6006
H -3.0239 -0.4802 1.8867
H -1.4201 -0.6406 2.6009
H -1.9767 0.9311 2.0147
```

Properties
LUMO energy (spin up / spin down) = 0.4478 / 0.4471 eV
orbital gap (spin up / spin down) = 7.12 / 7.12 eV

No. 2
Here is a gas-phase ion, C7H14O3P (charge +1) at a distorted geometry from the Open Molecules 2025 dataset. Energies are from the ωB97M-V functional and the def2-TZVPD basis.

The geometry in XYZ format:
```
25
C7H14O3P | the Open Molecules 2025 dataset | the ωB97M-V functional and the def2-TZVPD basis
C -1.1393 0.6482 -1.2215
C 0.1861 0.6291 -1.4041
C -1.7816 0.1946 0.2079
C -3.0771 -0.5293 -0.2293
C -2.0669 1.5308 0.9424
C 3.7133 0.9900 0.7169
C 1.2763 -2.4972 -0.2307
O -1.0964 -0.7157 0.8257
O 2.4810 1.1025 0.0405
O 2.0317 -1.3266 -0.1997
P 1.2947 0.0321 -0.0275
H -1.9757 1.0210 -1.8397
H 0.7069 1.1384 -2.1574
H -2.9863 -1.3072 0.4798
H -2.9587 -0.8594 -1.2071
H -3.8948 0.0866 -0.2253
H -1.7337 1.3733 1.9796
H -3.1117 1.9411 1.0820
H -1.4186 2.3142 0.4881
H 3.7169 0.2745 1.5857
H 4.0888 1.8589 1.1049
H 4.4335 0.3360 0.0352
H 0.8872 -2.7335 -1.2035
H 0.4563 -2.3110 0.3788
H 1.9680 -3.1914 0.0783
```

Properties
LUMO energy (spin up / spin down) = -6.8579 / -6.8561 eV
charge = +1
orbital gap (spin up / spin down) = 6.81 / 6.80 eV

No. 3
Here is a gas-phase ion, C7H14P (charge +1) at a distorted geometry from the Open Molecules 2025 dataset. Energies are from the ωB97M-V functional and the def2-TZVPD basis.

The geometry in XYZ format:
```
22
C7H14P | the Open Molecules 2025 dataset | the ωB97M-V functional and the def2-TZVPD basis
C 0.3176 -0.9668 -0.1302
C 0.1945 -0.8534 1.2092
C -0.1195 0.3097 1.9839
C 0.3186 1.7072 0.2694
C 0.5354 -2.1606 2.0132
C 0.9385 0.6923 -2.4969
C -1.9339 0.5076 -1.3058
P -0.1380 0.5622 -1.0161
H 0.5672 -1.8834 -0.6050
H -1.1435 0.6359 2.2021
H 0.6718 0.6828 2.7072
H -0.2791 2.6050 0.4446
H 1.3808 1.6897 0.3161
H 0.4954 -1.7699 3.1033
H 1.5596 -2.4411 1.7393
H -0.2264 -2.9026 1.7746
H 1.9707 0.3812 -2.2034
H 0.9982 1.7532 -2.6700
H 0.7967 0.1672 -3.4833
H -2.1484 -0.1193 -2.0852
H -2.4027 1.3900 -1.4627
H -2.3537 0.0132 -0.3042
```

Properties
LUMO energy = -3.9301 eV
charge = +1
orbital gap = 9.59 eV

No. 4
Here is 2 unconnected molecules or ions with the total composition C7H14Si at a distorted geometry from the Open Molecules 2025 dataset. Energies are from the ωB97M-V functional and the def2-TZVPD basis.

The geometry in XYZ format:
```
22
C7H14Si | the Open Molecules 2025 dataset | the ωB97M-V functional and the def2-TZVPD basis
C 0.9428 1.0544 2.1199
Si -0.7214 1.3921 1.6701
C -1.3206 3.0692 0.9459
C -2.3468 0.4424 1.8859
H 1.4857 1.7732 2.7096
H 1.4715 0.1255 2.1797
H -2.2817 3.2654 1.3190
H -0.5351 3.8058 1.2192
H -1.2586 2.9687 -0.1469
H -2.1449 -0.5423 2.1883
H -2.9825 0.6169 2.7182
H -2.9065 0.5862 1.0155
C 0.9983 -2.5909 -1.0110
C 1.0406 -1.2492 -0.9422
C 1.5776 -1.0945 -2.3501
C 1.4489 -2.6751 -2.3964
H 0.5928 -3.3042 -0.3471
H 0.9144 -0.6463 -0.0789
H 2.5547 -0.7026 -2.2953
H 0.8325 -0.6560 -3.0521
H 0.6891 -3.1287 -3.0566
H 2.4142 -3.1215 -2.4627
```

Properties
LUMO energy = 0.5115 eV
orbital gap = 8.24 eV
SMILES = C=[Si](C)C.C1=CCC1

No. 5
Here is a molecular structure, C7H15AlB2FN3O10P at a distorted geometry from the Open Molecules 2025 dataset. Energies are from the ωB97M-V functional and the def2-TZVPD basis.

The geometry in XYZ format:
```
40
C7H15AlB2FN3O10P | the Open Molecules 2025 dataset | the ωB97M-V functional and the def2-TZVPD basis
C 1.4816 -1.6302 3.1949
C 0.3209 -1.3275 2.4006
C 0.5302 -0.9669 0.8208
B 1.2846 -2.3366 0.3031
N 2.4295 -2.3044 -0.6819
O 0.8533 -3.6593 0.7480
O 1.6860 -0.0571 0.9189
Al 1.2211 1.6039 0.2304
N 0.5952 2.9841 1.4050
P 2.6866 2.3448 -1.4637
O 2.2977 1.7231 -2.8234
O 4.2829 1.7898 -1.0363
O 2.6018 4.0641 -1.5405
O -0.3383 0.9042 -0.5080
C -0.7415 -0.4163 -0.0119
C -1.1188 -1.1332 -1.4176
B -2.0864 -0.2308 -2.3610
O -3.0762 0.7037 -1.9172
O -1.8878 -0.3659 -3.8065
C -1.9857 0.0212 0.9468
O -1.8308 0.8871 1.8578
N -3.3704 -0.5204 0.7934
C -4.3754 0.5432 1.0022
O -5.4300 0.3705 1.6621
F -4.2058 1.8610 0.4637
H 1.4935 -2.4910 3.9655
H 2.4724 -1.0560 3.0993
H -0.7131 -1.3912 2.8977
H 2.2365 -2.9419 -1.4738
H 2.4821 -1.3655 -1.1305
H 1.6010 -4.1327 1.1682
H 1.3962 3.6490 1.4901
H -0.1187 3.5072 0.8611
H 4.1486 0.8085 -0.9631
H 2.8153 4.4152 -0.6464
H -1.6871 -2.1228 -1.2017
H -0.1746 -1.3578 -2.0484
H -3.3132 1.2965 -2.6707
H -0.9171 -0.3880 -3.9999
H -3.5461 -1.2814 1.4728
```

Properties
LUMO energy = 2.5009 eV
charge = -1
orbital gap = 8.19 eV

No. 6
Here is 2 unconnected molecules or ions with the total composition C7H15BCl2 at a distorted geometry from the Open Molecules 2025 dataset. Energies are from the ωB97M-V functional and the def2-TZVPD basis.

The geometry in XYZ format:
```
25
C7H15BCl2 | the Open Molecules 2025 dataset | the ωB97M-V functional and the def2-TZVPD basis
B 0.3139 0.1037 0.0143
C -1.3955 0.2817 -2.0062
C -1.6509 1.7909 0.0486
C 0.3180 -2.0652 0.8664
C 1.4167 -1.7360 -1.3361
C -0.6908 0.9230 -0.7429
C 1.2112 -1.0904 0.1203
C 1.0826 1.6297 2.6751
Cl 0.4915 3.3072 2.5678
Cl 0.2632 0.7389 3.9169
H -2.0004 -0.5342 -1.6722
H -0.7752 0.1051 -2.7568
H -2.1642 0.8890 -2.3840
H -1.1069 2.5485 0.4805
H -2.5926 2.1554 -0.4293
H -1.9810 1.1308 0.9601
H -0.7363 -2.2460 0.5139
H 0.3814 -1.6800 1.9012
H 0.8471 -3.0919 0.6216
H 1.7536 -1.1361 -2.0715
H 2.2715 -2.5372 -1.3521
H 0.5273 -2.1395 -1.8283
H -0.1048 1.6298 -1.3188
H 2.1650 -0.7015 0.5468
H 2.1554 1.7243 2.6650
```

Properties
LUMO energy (spin up / spin down) = 0.3666 / -0.1566 eV
orbital gap (spin up / spin down) = 7.78 / 6.20 eV

No. 7
Here is a molecular structure, C7H15BaO11 at a distorted geometry from the Open Molecules 2025 dataset. Energies are from the ωB97M-V functional and the def2-TZVPD basis.

The geometry in XYZ format:
```
34
C7H15BaO11 | the Open Molecules 2025 dataset | the ωB97M-V functional and the def2-TZVPD basis
Ba 9.2643 -4.1873 11.8525
O 5.4964 -4.5229 14.1911
C 5.6999 -5.1998 13.0141
O 6.8547 -5.2407 12.5901
O 4.7657 -5.7484 12.3766
H 6.3908 -4.2988 14.4583
O 10.4598 -8.5350 10.5792
C 9.3296 -7.9106 10.4897
O 8.3656 -8.4906 9.9532
O 9.1550 -6.7096 10.7943
H 10.1167 -9.3866 10.2986
O 7.2549 -3.1479 15.5676
C 8.2938 -2.4210 15.1768
O 8.5314 -1.2877 15.6459
O 8.9689 -2.8350 14.2185
H 7.0424 -2.5392 16.2789
C 13.9180 -4.1971 11.3619
C 13.0759 -4.5099 12.6516
O 11.9125 -5.1169 12.1410
H 14.8994 -3.9676 11.7770
H 13.6102 -3.2840 10.8523
H 14.2396 -5.0636 10.7841
H 12.7639 -3.6460 13.2386
H 13.5883 -5.1510 13.3690
H 12.0401 -6.0679 12.1082
C 5.7841 -0.9823 10.5445
C 6.5182 -1.6780 11.6823
O 7.8917 -1.6180 11.3946
H 6.0834 0.0658 10.5350
H 4.6957 -0.9907 10.6024
H 6.0108 -1.3842 9.5569
H 6.1916 -2.7159 11.7460
H 6.3296 -1.2293 12.6576
H 8.3101 -0.8662 11.8206
```

Properties
LUMO energy = 1.6087 eV
charge = -1
orbital gap = 6.27 eV

No. 8
Here is a molecular structure, C7H15CsNO2 at a distorted geometry from the Open Molecules 2025 dataset. Energies are from the ωB97M-V functional and the def2-TZVPD basis.

The geometry in XYZ format:
```
26
C7H15CsNO2 | the Open Molecules 2025 dataset | the ωB97M-V functional and the def2-TZVPD basis
Cs 0.1247 -2.1063 2.2074
C 1.2052 -0.2441 -2.6803
C 1.0980 -1.3830 -1.6782
O 1.0956 -1.1918 -0.4760
N 1.0372 -2.6327 -2.2023
C 1.0263 -3.7818 -1.3454
H 1.2380 -0.6219 -3.7022
H 2.1554 0.2759 -2.5589
H 0.3363 0.4141 -2.6862
H 1.2014 -2.8034 -3.1842
H 0.0211 -4.1784 -1.2031
H 1.4043 -3.6088 -0.3378
H 1.6230 -4.6157 -1.7153
C -1.2834 2.8081 2.3634
C -0.9519 2.7113 0.8609
C -1.1588 1.2378 0.5204
O -1.1836 0.5447 1.8005
C -0.7980 1.4918 2.8428
H -2.3550 2.9525 2.5006
H -0.7984 3.6195 2.9061
H 0.0778 3.0687 0.8546
H -1.6486 3.3360 0.3018
H -0.3162 0.8102 -0.0231
H -2.0846 1.1256 -0.0438
H 0.2892 1.4679 2.9174
H -1.3548 1.3039 3.7609
```

Properties
LUMO energy = -2.9790 eV
charge = +1
orbital gap = 10.00 eV

No. 9
Here is a molecular structure, C7H15F2N7O3RhSe at a distorted geometry from the Open Molecules 2025 dataset. Energies are from the ωB97M-V functional and the def2-TZVPD basis.

The geometry in XYZ format:
```
36
C7H15F2N7O3RhSe | the Open Molecules 2025 dataset | the ωB97M-V functional and the def2-TZVPD basis
Rh -0.3794 0.6717 0.1275
N 1.5339 1.3517 0.4349
N 1.6897 2.7423 0.5061
C 0.5848 3.5192 0.3472
N 0.6945 4.8175 0.5437
N -0.4778 2.8207 -0.0539
N -1.7431 3.4805 -0.1850
O -2.6498 2.7546 -0.4389
O -1.8132 4.6930 -0.0526
H 1.7288 0.9463 1.3466
H 2.1631 0.9565 -0.2571
H 2.5551 3.1211 0.8539
H 1.5526 5.2297 0.8671
H -0.1439 5.3746 0.4337
Se -4.8999 -0.1539 -0.0014
C -3.1852 -0.2295 -0.0993
N -2.0036 -0.3530 -0.2405
F -1.9390 1.3355 2.1621
C -0.7456 0.7564 1.9726
F 0.1680 1.5499 2.6424
H -0.7135 -0.2430 2.4128
C 0.4313 -4.3225 -1.4732
N 0.3098 -3.1985 -0.5378
C -0.4707 -3.4074 0.6901
C 0.8413 -2.0226 -0.7677
C 1.5488 -1.7608 -2.0646
O 0.7766 -1.1157 0.1249
H 0.3103 -5.2426 -0.9097
H 1.4119 -4.3365 -1.9399
H -0.3378 -4.2762 -2.2441
H -1.1072 -4.2752 0.5458
H -1.0893 -2.5357 0.8813
H 0.1902 -3.5759 1.5399
H 0.9923 -2.1486 -2.9163
H 2.5329 -2.2343 -2.0616
H 1.6831 -0.6892 -2.1885
```

Properties
LUMO energy = -3.7762 eV
charge = +1
orbital gap = 6.59 eV